Below is a molecular structure, C5H9CdO2 at a distorted geometry, with properties calculated with wB97M-V/def2-TZVPD.

```
! RIJCOSX wB97M-V def2-TZVPD def2/J DEFGRID3
* xyz 1 1
C -0.350 -2.761 -0.151
O -0.333 -1.349 -0.400
C 0.759 -0.865 -1.099
C 0.844 0.462 -1.283
O -0.156 1.229 -0.772
C 0.113 2.179 0.372
C -0.830 1.807 1.489
Cd -1.517 0.140 0.374
H -1.036 -2.928 0.684
H -0.710 -3.285 -1.043
H 0.658 -3.097 0.120
H 1.322 -1.595 -1.678
H -0.056 3.171 -0.063
H 1.177 2.053 0.609
H -1.542 2.610 1.717
H -0.290 1.535 2.407
H 1.949 0.693 -1.283
*
```

Calculated values
Energy above the lowest of the compared OMol25 structures with the same formula, charge and spin in kcal/mol: 0.0
Orbital gap in eV: 8.40


Below is a single C2H5NO molecule at a distorted geometry, with properties calculated with wB97M-V/def2-TZVPD.

```
! RIJCOSX wB97M-V def2-TZVPD def2/J DEFGRID3
* xyz 0 1
C -0.829 0.958 0.455
N -0.035 -0.038 0.462
C 0.595 -0.617 -0.682
O 0.309 -0.716 1.752
H -1.256 1.295 1.383
H -1.056 1.449 -0.478
H 1.648 -0.781 -0.460
H 0.481 0.036 -1.547
H 0.141 -1.588 -0.884
*
```

Calculated values
Structure (SMILES): C=[N+](C)[O-]
Energy above the lowest of the compared OMol25 structures with the same formula, charge and spin in kcal/mol: 88.7
Orbital gap (alpha / beta) in eV: 9.41 / 9.41


What did the second record say?
Below is a single C2H5NO molecule at a distorted geometry, with properties calculated with wB97M-V/def2-TZVPD.

```
! RIJCOSX wB97M-V def2-TZVPD def2/J DEFGRID3
* xyz 0 1
C -0.829 0.958 0.455
N -0.035 -0.038 0.462
C 0.595 -0.617 -0.682
O 0.309 -0.716 1.752
H -1.256 1.295 1.383
H -1.056 1.449 -0.478
H 1.648 -0.781 -0.460
H 0.481 0.036 -1.547
H 0.141 -1.588 -0.884
*
```

Calculated values
Structure (SMILES): C=[N+](C)[O-]
Energy above the lowest of the compared OMol25 structures with the same formula, charge and spin in kcal/mol: 88.7
Orbital gap (alpha / beta) in eV: 9.41 / 9.41